No. 1
The following is a quantum chemistry calculation of a structure of composition C22H42NP3PrS, from the OMol25 dataset.

Values from the calculation:
Kohn-Sham gap (spin up / spin down) (eV): 5.34 / 5.52
Highest occupied orbital energy (spin up / spin down) (eV): -15.495 / -15.495
Net charge: +3
2S+1: 3
ΔE to the lowest compared entry with this formula, charge and spin (kcal per mole): 0.0
LUMO energy (spin up / spin down) (Eh): -0.373 / -0.367
Expectation value of S²: 2.00

Atoms and positions in Å:
Pr: -0.28860 0.49919 -0.16094
P: 1.73999 1.35036 1.76300
P: 1.29341 2.68164 -1.63705
P: -1.22677 -1.03088 2.14597
H: 0.76611 0.16363 -3.27672
C: -0.11399 -0.37740 -2.89255
C: -1.40299 0.09290 -2.88660
H: -1.74178 0.99156 -3.42336
C: 3.21048 0.31375 1.44451
C: 2.47583 3.01911 1.89940
C: 1.46489 1.06131 3.54803
C: 0.68406 2.84554 -3.35640
C: 1.24295 4.44827 -1.14306
C: 3.08445 2.37587 -1.89811
C: -2.60778 -1.95919 1.35585
C: -2.02665 -0.80551 3.78733
C: -0.08141 -2.43912 2.47630
H: 0.10015 -1.42155 -2.62119
H: -2.21415 -0.50250 -2.42896
H: 3.96101 0.52845 2.21326
H: 3.61582 0.53184 0.45134
H: 2.92232 -0.74194 1.49379
H: 3.13001 3.03117 2.78099
H: 1.68473 3.76501 2.04279
H: 3.05618 3.28482 1.01165
H: 2.37603 1.37351 4.07272
H: 1.25027 0.00888 3.75643
H: 0.63051 1.67424 3.90520
H: 1.51682 3.09018 -4.03446
H: -0.07906 3.63466 -3.38796
H: 0.19116 1.92129 -3.68093
H: 1.92304 5.05292 -1.76281
H: 1.52556 4.56276 -0.09125
H: 0.21264 4.80995 -1.24857
H: 3.49294 3.08494 -2.63058
H: 3.21803 1.35738 -2.27926
H: 3.63431 2.44434 -0.95283
H: -2.60188 -2.99715 1.73505
H: -2.51915 -1.97508 0.25521
H: -3.56136 -1.48103 1.63098
H: -2.23646 -1.77383 4.26741
H: -2.98005 -0.27628 3.64967
H: -1.39510 -0.21961 4.46481
H: -0.65552 -3.27261 2.92199
H: 0.72831 -2.13915 3.14507
H: 0.39223 -2.77059 1.53915
C: -0.19651 -5.12916 -1.76759
C: 0.71807 -6.12941 -1.36751
C: 0.72417 -7.38939 -1.97290
C: -0.18970 -7.69219 -2.99071
C: -1.06356 -6.69189 -3.42925
C: -1.05538 -5.42015 -2.83918
S: -0.30607 -3.61713 -0.86071
H: 0.48065 -2.70644 -1.52536
H: 1.41183 -5.93942 -0.54933
H: 1.44356 -8.15646 -1.67042
H: -0.22894 -8.68857 -3.45295
H: -1.75936 -6.91283 -4.23968
H: -1.74327 -4.63394 -3.14847
C: -3.02276 4.70886 1.36409
C: -2.10662 4.17950 2.27864
C: -1.38294 3.05157 1.92534
N: -1.51949 2.44535 0.71501
C: -2.36378 2.99584 -0.20464
C: -3.14702 4.10945 0.10885
H: -3.63320 5.57705 1.62199
H: -1.95248 4.63350 3.25872
H: -0.66565 2.59847 2.61621
H: -2.39088 2.50679 -1.18785
H: -3.84219 4.48452 -0.64662

No. 2
The following is a quantum chemistry calculation of a structure of composition C22H42NP3S2Sm, from the OMol25 dataset.

Values from the calculation:
Kohn-Sham gap (spin up / spin down) (eV): 5.57 / 6.36
Highest occupied orbital energy (spin up / spin down) (eV): -15.487 / -15.493
Net charge: +3
2S+1: 6
ΔE to the lowest compared entry with this formula, charge and spin (kcal per mole): 24.9
LUMO energy (spin up / spin down) (Eh): -0.365 / -0.336
Expectation value of S²: 8.78

Atoms and positions in Å:
Sm: 0.65631 -1.27444 -0.84632
P: 2.14634 0.84510 0.44253
P: -1.09342 -0.10515 1.28046
P: -1.42078 2.18543 -2.54599
H: 1.15490 -3.56468 -5.78155
C: 1.06073 -2.47657 -5.83167
C: 1.91549 -1.64282 -5.22878
H: 2.68429 -1.97451 -4.52802
C: 3.37988 -0.06607 1.45487
C: 1.62304 2.08615 1.68800
C: 3.23964 1.90593 -0.57913
C: -2.61283 -1.12066 1.23967
C: -0.46396 -0.65359 2.94052
C: -1.83625 1.49417 1.82566
C: -1.59550 3.00293 -4.13596
C: -0.54369 3.12567 -1.30543
C: -2.87029 1.37468 -1.88587
H: 0.25114 -2.07576 -6.44809
H: 2.04706 -0.62857 -5.62752
H: 3.71795 -0.97400 0.93608
H: 2.94041 -0.36400 2.41720
H: 4.23155 0.60852 1.62157
H: 1.10391 1.62298 2.53145
H: 0.94259 2.80993 1.23106
H: 2.49194 2.63044 2.07905
H: 3.50537 1.39367 -1.51415
H: 4.15432 2.14144 -0.01224
H: 2.70620 2.83401 -0.82738
H: -3.30430 -0.80538 2.03272
H: -2.35963 -2.17916 1.37494
H: -3.09213 -0.99102 0.26188
H: -1.13138 -0.25490 3.72308
H: 0.55892 -0.29485 3.12651
H: -0.45016 -1.74844 3.00761
H: -2.50641 1.32009 2.68232
H: -2.42916 1.93674 1.01712
H: -1.07628 2.22309 2.13250
H: -2.55006 3.55390 -4.15602
H: -1.58640 2.18280 -4.87726
H: -0.72917 3.66959 -4.29923
H: -0.78840 4.18869 -1.48079
H: 0.52837 2.96199 -1.47657
H: -0.79001 2.84137 -0.27026
H: -3.74524 1.86509 -2.35190
H: -2.97419 1.47162 -0.79723
H: -2.82152 0.31606 -2.16920
C: 0.21501 -1.43325 -3.27982
C: -1.13522 -1.66847 -3.58932
C: -1.56859 -2.97211 -3.77030
C: -0.75017 -4.06526 -3.48966
C: 0.50848 -3.85529 -2.93484
C: 1.04807 -2.56062 -2.86691
S: 0.95299 0.14072 -3.51667
H: -0.25402 1.31892 -3.03393
H: -1.78900 -0.82322 -3.84284
H: -2.60329 -3.10552 -4.09142
H: -1.18462 -5.06435 -3.61051
H: 1.05573 -4.69680 -2.52428
H: 2.12265 -2.40599 -2.71294
S: 1.72179 -3.53349 0.21109
C: 1.21859 -3.59172 1.84871
N: -0.07258 -4.04066 2.11363
C: -0.53093 -4.20502 3.39831
C: 0.28109 -3.89691 4.46993
C: 1.53584 -3.34553 4.22266
C: 2.01166 -3.19493 2.92211
H: -0.65424 -4.36855 1.33063
H: -1.49841 -4.66491 3.51963
H: -0.04679 -4.10276 5.48823
H: 2.17789 -3.07320 5.05097
H: 2.99639 -2.78437 2.68920

No. 3
The following is a quantum chemistry calculation of a structure of composition C22H42NP3ScSe, from the OMol25 dataset.

Values from the calculation:
Kohn-Sham gap (spin up / spin down) (eV): 4.85 / 4.85
Highest occupied orbital energy (spin up / spin down) (eV): -15.808 / -15.808
Net charge: +3
ΔE to the lowest compared entry with this formula, charge and spin (kcal per mole): 0.0
LUMO energy (spin up / spin down) (Eh): -0.403 / -0.403

Atoms and positions in Å:
Sc: 0.22132 -0.34807 -0.39195
P: 1.73259 -1.55583 -2.09625
P: 0.88832 2.40546 -0.91608
P: -0.44872 -2.35677 1.13357
H: -2.52535 3.27822 2.11060
C: -2.38040 2.47000 2.83913
C: -1.24856 2.36525 3.56073
H: -0.40848 3.05769 3.39238
C: 0.82086 -2.15288 -3.58274
C: 3.16629 -0.78095 -2.90189
C: 2.45366 -3.12400 -1.50933
C: 0.36106 3.69233 0.23672
C: 2.64311 2.64771 -1.15688
C: 0.16528 2.68807 -2.52634
C: -1.44113 -1.69470 2.52092
C: 0.78106 -3.39450 1.98231
C: -1.58375 -3.60147 0.40367
H: -3.22527 1.79119 3.01352
H: -1.15164 1.61763 4.36486
H: 1.52599 -2.59335 -4.30523
H: 0.29497 -1.30488 -4.04216
H: 0.07558 -2.90140 -3.28207
H: 3.46844 -1.44317 -3.72635
H: 4.00322 -0.65256 -2.20304
H: 2.88920 0.19936 -3.31044
H: 2.97630 -3.59350 -2.35548
H: 1.66165 -3.79602 -1.15192
H: 3.16695 -2.95048 -0.69210
H: -0.00850 4.48926 -0.41272
H: 1.25385 3.97416 0.80749
H: -0.41978 3.37364 0.94378
H: 2.68100 3.62484 -1.66354
H: 3.12686 1.89886 -1.80266
H: 3.17167 2.71840 -0.19993
H: 0.08119 3.78463 -2.58858
H: -0.81394 2.21437 -2.68366
H: 0.87767 2.33172 -3.29373
H: -2.21473 -2.44087 2.74778
H: -1.92331 -0.74507 2.24579
H: -0.80604 -1.52010 3.40079
H: 0.26968 -4.20325 2.51883
H: 1.36406 -2.79540 2.69067
H: 1.47443 -3.82980 1.25297
H: -2.11835 -4.14283 1.19900
H: -0.99948 -4.29099 -0.22366
H: -2.30836 -3.07685 -0.24677
C: -3.43904 0.15324 -1.46142
C: -3.68418 1.09717 -0.43841
C: -4.92997 1.74132 -0.37967
C: -5.91562 1.50555 -1.34919
C: -5.65830 0.55668 -2.35126
C: -4.43375 -0.09946 -2.43202
Se: -1.90072 -0.98252 -1.57115
H: 0.56607 1.45199 0.17053
H: -2.91077 1.31144 0.30969
H: -5.15141 2.46304 0.40343
H: -6.88172 2.01459 -1.33350
H: -6.39107 0.31043 -3.11555
H: -4.20947 -0.82698 -3.22331
C: 3.84048 -0.10909 3.29347
C: 2.51160 0.19670 3.59869
C: 1.58151 0.27339 2.55268
N: 1.92393 -0.03286 1.26406
C: 3.24557 -0.17991 0.96113
C: 4.21889 -0.27057 1.95529
H: 4.56615 -0.19399 4.10965
H: 2.17041 0.37116 4.62730
H: 0.54272 0.60000 2.74110
H: 3.51573 -0.21563 -0.10120
H: 5.25249 -0.46876 1.66969

Sequential E_tot output: -2856.5457, -3395.6210, -5103.4690 hartree